Entry 1:
{
  "formula": "C16H57CuF3N24O15",
  "method": "ωB97M-V/def2-TZVPD",
  "elements": ["Cu", "O", "H", "H", "H", "C", "O", "O", "C", "F", "F", "F", "C", "C", "H", "H", "H", "H", "H", "H", "C", "O", "N", "N", "H", "H", "H", "H", "C", "O", "N", "N", "H", "H", "H", "H", "C", "O", "N", "N", "H", "H", "H", "H", "C", "O", "N", "N", "H", "H", "H", "H", "C", "O", "N", "N", "H", "H", "H", "H", "C", "O", "N", "N", "H", "H", "H", "H", "C", "O", "N", "N", "H", "H", "H", "H", "C", "O", "N", "N", "H", "H", "H", "H", "C", "O", "N", "N", "H", "H", "H", "H", "C", "O", "N", "N", "H", "H", "H", "H", "C", "O", "N", "N", "H", "H", "H", "H", "C", "O", "N", "N", "H", "H", "H", "H"],
  "coordinates": [[2.0948, -1.0226, 2.2535], [0.2917, -4.6363, 3.4057], [-0.2411, -4.7085, 4.2010], [0.0409, -3.9169, 2.8216], [0.5522, -5.4066, 2.8954], [-0.6543, -1.6982, 0.8629], [0.3887, -0.9562, 0.2883], [-0.0916, -2.2042, 2.0811], [-1.9400, -0.7639, 0.8668], [-2.8158, -1.0399, 1.8963], [-1.6453, 0.5945, 0.9248], [-2.6412, -1.0267, -0.2346], [0.3174, -0.6102, -1.0642], [1.6322, 0.1168, -1.3506], [1.6258, 0.4124, -2.3997], [1.7554, 1.0210, -0.7544], [2.4723, -0.5726, -1.2665], [-0.3160, 0.2446, -1.3014], [0.0782, -1.3727, -1.8054], [-0.8721, -2.4936, 0.1502], [-1.9238, 0.0968, 5.0045], [-2.6576, -0.8608, 4.9056], [-2.3915, 1.2059, 5.4473], [-0.6296, -0.0871, 5.0766], [-1.7991, 2.0217, 5.3858], [-3.3969, 1.2013, 5.5431], [-0.2612, -0.9635, 4.7356], [-0.0825, 0.5068, 5.6832], [-3.6636, 3.2656, 2.4964], [-4.0766, 3.9880, 3.4132], [-4.3783, 3.1157, 1.4116], [-2.5332, 2.6470, 2.5370], [-4.0407, 2.5194, 0.6697], [-5.3558, 3.2746, 1.6099], [-1.9735, 2.8361, 3.3562], [-2.2159, 1.9542, 1.8741], [2.3733, 3.0458, -4.8006], [1.6179, 3.9152, -5.1530], [2.9026, 2.1868, -5.5875], [2.4082, 2.7121, -3.5625], [2.7470, 2.2685, -6.5821], [3.1294, 1.2651, -5.2423], [3.1697, 2.0737, -3.3819], [1.9791, 3.3601, -2.9174], [2.9945, -3.9206, -2.0711], [2.3885, -4.4776, -2.9918], [2.5721, -3.5487, -0.9479], [4.2862, -3.6884, -2.1256], [1.5906, -3.6946, -0.7595], [3.1212, -3.2344, -0.1606], [4.7162, -4.1585, -2.9094], [4.7627, -3.0817, -1.4737], [1.8285, -1.0181, -5.1516], [2.9691, -0.6387, -5.0157], [1.4070, -2.2128, -5.1269], [0.8025, -0.2299, -5.0652], [2.1851, -2.8490, -5.0263], [0.4909, -2.4901, -5.4492], [1.0474, 0.7284, -4.8609], [-0.1339, -0.5896, -5.1829], [2.0791, 1.8589, 2.9983], [2.7821, 1.0057, 2.4771], [1.1275, 2.6381, 2.3931], [2.1531, 2.0965, 4.3134], [0.7549, 3.4032, 2.9369], [0.8215, 2.3713, 1.4683], [2.8302, 1.5404, 4.8158], [1.3653, 2.6049, 4.6886], [-4.0407, -4.0794, 3.4380], [-4.9473, -4.2590, 2.6021], [-2.9912, -3.2789, 3.3393], [-3.8624, -4.7983, 4.5787], [-2.8002, -2.8119, 2.4644], [-2.2455, -3.3113, 4.0197], [-4.7183, -5.3052, 4.7540], [-2.9322, -4.9481, 4.9425], [4.5412, 3.2191, -0.4800], [4.8336, 2.0752, -0.5848], [5.1925, 4.1853, -0.8732], [3.4087, 3.5566, 0.1051], [6.1950, 4.0717, -0.9184], [4.7022, 5.0551, -1.0253], [3.3133, 4.5617, 0.1333], [2.9813, 2.8308, 0.6624], [5.9136, -0.3732, -3.0623], [6.2433, -1.0295, -4.0007], [4.8910, 0.2622, -2.9747], [6.6306, -0.2449, -1.9928], [4.2235, -0.0749, -3.6535], [4.6429, 0.9014, -2.2331], [7.5596, -0.6394, -2.0287], [6.4557, 0.5511, -1.3962], [-6.2904, -0.3329, 3.5152], [-7.4307, -0.0399, 3.2641], [-5.3382, -0.3280, 2.6765], [-5.8043, -0.7453, 4.6947], [-5.7064, -0.3390, 1.7361], [-4.4280, -0.6914, 2.9206], [-4.8566, -1.0349, 4.8896], [-6.5300, -0.5638, 5.3733], [-1.9368, 2.3923, -1.6660], [-3.0259, 1.9317, -1.3943], [-1.3184, 2.3720, -2.8204], [-1.3669, 3.1230, -0.8193], [-0.3831, 2.7528, -2.8035], [-1.7424, 1.7885, -3.5274], [-0.4807, 3.4889, -1.1370], [-1.9761, 3.5884, -0.1618], [-2.6707, -0.8477, -3.5586], [-1.8158, -0.1700, -4.1936], [-2.7995, -2.0856, -3.7042], [-3.6607, -0.4237, -2.7549], [-2.1050, -2.5240, -4.2922], [-3.6759, -2.5735, -3.5866], [-4.2211, -1.1964, -2.4248], [-3.5481, 0.4179, -2.2081]],
  "forces_ev_per_angstrom": [[-1.33, 0.60, -0.64], [1.17, -0.50, 0.67], [-0.36, -0.57, 0.26], [-0.90, 3.11, -1.82], [-0.13, -0.95, 0.15], [1.81, -0.47, 1.42], [0.12, -0.16, 0.70], [-0.64, 0.43, -0.87], [-0.52, -0.22, 1.17], [1.57, 0.80, -1.00], [-0.15, -2.19, -0.29], [0.47, 0.56, 0.04], [1.14, 2.60, -1.30], [0.26, -1.15, -0.98], [-0.06, 0.12, -0.06], [0.03, -0.17, 0.23], [0.28, 0.20, 0.34], [-1.31, -0.39, 0.59], [0.19, -0.60, 0.44], [-0.54, -0.35, 0.11], [-1.18, -3.03, 1.82], [-1.54, -2.05, -1.66], [-0.77, 3.83, 0.57], [4.20, 0.26, -0.79], [-0.89, 0.25, 0.30], [0.07, 0.82, -0.06], [-0.09, 0.30, 0.21], [0.08, -0.35, -0.27], [-2.75, 2.68, 2.19], [0.59, -0.37, 0.26], [-1.44, -0.39, -2.12], [4.63, -1.67, 0.62], [-0.58, -0.10, -0.20], [0.00, -0.06, -0.74], [-0.18, -0.17, -0.37], [-0.35, 0.36, 0.35], [-3.40, 1.64, -2.02], [-1.01, 2.89, -1.07], [2.62, -2.67, -3.46], [1.06, -1.52, 5.12], [0.04, 0.13, 0.28], [0.33, -0.32, -0.32], [-0.13, 0.26, 1.28], [0.69, -0.29, 0.12], [1.80, -2.08, -4.89], [-0.52, 0.33, 0.72], [-5.37, 1.80, 6.61], [3.05, -0.24, -1.59], [0.10, 0.20, 0.04], [0.07, -0.21, -0.61], [0.66, 0.70, 0.17], [0.23, -0.28, -0.59], [-0.58, 2.59, 1.20], [2.61, 0.40, 0.05], [0.77, -6.60, -0.54], [-1.73, 3.85, -0.47], [-0.62, -0.97, -0.24], [0.56, -0.14, 0.18], [-0.92, 0.09, -0.40], [-0.05, 0.92, 0.47], [-1.71, 1.03, 0.83], [0.36, -1.70, -1.42], [1.02, -0.87, -0.18], [0.07, 0.14, 0.20], [-0.26, -0.06, -0.73], [-0.28, 0.40, 0.13], [-0.34, 0.42, 0.40], [0.69, -0.24, 0.79], [-0.86, -1.72, -1.40], [1.52, 0.86, 1.83], [1.94, 1.63, -1.99], [-1.93, -0.75, 0.33], [-0.07, -0.13, 0.53], [-0.64, 0.66, -0.10], [0.71, -0.74, 0.84], [-0.97, -0.32, 0.29], [-3.70, -3.65, 1.94], [1.83, -4.63, -0.22], [5.15, 6.51, -3.02], [-2.61, 0.87, 0.65], [-0.21, 0.47, -0.71], [1.00, 0.18, 0.03], [-1.10, -0.48, 1.19], [-0.28, 0.68, -0.03], [6.07, -3.12, -0.79], [0.95, -2.56, -2.74], [-10.81, 5.36, -0.89], [4.27, -0.19, 4.48], [-0.73, 0.58, -0.20], [0.09, -0.37, 0.10], [-0.08, 0.35, 0.08], [0.24, -0.22, 0.17], [-1.04, -0.65, 2.39], [-1.56, 0.43, 0.15], [3.48, 0.47, -5.32], [-1.86, 0.08, 2.81], [0.84, 0.00, -0.27], [-0.50, 0.10, -0.36], [-0.25, 0.23, 0.07], [0.72, -0.54, 0.82], [-2.67, -1.30, -2.62], [-2.29, -1.61, 0.02], [0.44, -0.89, -1.63], [3.95, 3.72, 5.15], [-0.25, -0.39, -1.20], [0.83, -0.30, -0.53], [-0.35, 0.85, 0.86], [0.54, 0.15, 0.16], [0.10, 5.83, -0.47], [-0.86, -0.46, 1.52], [1.06, -7.75, -2.13], [-0.47, 1.01, 0.24], [-0.43, -0.20, -0.12], [0.39, 0.04, 0.09], [-0.03, 0.79, 0.57], [-0.27, 0.49, 0.08]],
  "homo_energy_ev": -10.70,
  "e_tot_ev": -136779.63267,
  "total_charge": 1,
  "orbital_gap_ev": 6.0456
}

---

Entry 2:
{
  "formula": "C44H42N5NiO3PSi",
  "method": "ωB97M-V/def2-TZVPD",
  "elements": ["Ni", "O", "C", "C", "C", "C", "C", "C", "C", "O", "N", "N", "C", "C", "C", "C", "C", "C", "C", "O", "H", "H", "H", "H", "H", "H", "H", "H", "H", "H", "C", "C", "C", "C", "C", "C", "Si", "C", "C", "C", "C", "C", "C", "C", "C", "C", "C", "C", "C", "H", "H", "H", "H", "H", "H", "H", "H", "H", "H", "H", "H", "H", "H", "H", "C", "N", "C", "N", "C", "N", "C", "P", "C", "C", "H", "H", "H", "H", "H", "H", "H", "H", "H", "H", "H", "H", "C", "C", "C", "C", "C", "C", "H", "H", "H", "H", "H"],
  "coordinates": [[-20.3314, 3.4958, -4.7463], [-21.1538, 6.7445, -1.6180], [-22.1491, 6.1196, -0.9523], [-22.6002, 6.7501, 0.1146], [-23.7861, 6.1591, 0.8004], [-24.2904, 4.9415, 0.3588], [-23.6190, 4.3260, -0.6480], [-22.5281, 4.8862, -1.2697], [-21.9415, 4.2276, -2.4827], [-20.7369, 4.6184, -2.8690], [-22.6690, 3.3121, -3.1528], [-22.1152, 2.7154, -4.2049], [-22.6964, 1.6551, -4.6102], [-22.1584, 0.7530, -5.6545], [-22.7161, -0.5176, -5.7575], [-22.0252, -1.4396, -6.6853], [-21.0304, -0.9998, -7.4544], [-20.6281, 0.3830, -7.4832], [-21.1480, 1.3163, -6.6078], [-20.5102, 2.4225, -6.4262], [-20.8450, 6.0736, -2.1911], [-22.2060, 7.4677, 0.5195], [-24.3292, 6.6455, 1.7642], [-25.2920, 4.4907, 0.8756], [-23.7082, 3.1242, -0.9172], [-23.4225, 1.3139, -4.1905], [-23.4910, -0.9155, -5.0682], [-22.2812, -2.3867, -6.8609], [-20.5578, -1.5604, -8.1033], [-19.7416, 0.6614, -8.0602], [-15.6714, 6.8115, -2.6663], [-15.6296, 5.6879, -1.8172], [-16.2552, 4.5141, -2.2045], [-17.0925, 4.4906, -3.3542], [-17.1658, 5.6837, -4.0945], [-16.4419, 6.8947, -3.7569], [-18.1595, 3.0676, -3.9618], [-17.0352, 2.3692, -5.2956], [-16.2793, 3.2060, -6.1389], [-15.6201, 2.7431, -7.2832], [-15.6229, 1.3272, -7.5412], [-16.3838, 0.5348, -6.7448], [-17.1152, 1.0192, -5.6219], [-17.9893, 1.6856, -2.6284], [-16.9163, 0.8958, -2.2925], [-16.8249, 0.0833, -1.1842], [-17.9730, -0.0322, -0.3722], [-19.0521, 0.7797, -0.6534], [-19.0950, 1.6262, -1.7569], [-15.1535, 7.7155, -2.2001], [-15.1290, 5.6083, -0.9596], [-16.2989, 3.5674, -1.6087], [-17.9941, 5.7865, -4.9361], [-16.5911, 7.8865, -4.2056], [-16.0918, 4.1801, -5.8450], [-14.9795, 3.2987, -8.0689], [-14.9617, 0.9937, -8.2853], [-16.2375, -0.4853, -6.8143], [-17.5351, 0.3872, -4.9420], [-15.9998, 0.9193, -2.9535], [-16.0540, -0.2575, -0.9972], [-18.0677, -0.4657, 0.6753], [-19.9427, 0.8456, 0.0726], [-19.9708, 2.2733, -1.9681], [-20.8702, 3.0762, -13.0340], [-19.9941, 4.2051, -12.5861], [-20.3379, 4.5237, -11.2464], [-20.3135, 3.4445, -10.2755], [-21.1529, 2.3005, -10.7121], [-20.8682, 1.8571, -12.1455], [-19.5616, 1.2061, -12.0703], [-18.1358, 2.3265, -11.6227], [-18.5443, 3.5943, -12.7720], [-18.9581, 2.8078, -10.1067], [-20.6188, 2.5513, -13.9685], [-21.8872, 3.4173, -13.0156], [-21.5701, 4.7888, -11.0719], [-19.4366, 5.1252, -10.8497], [-22.2976, 2.7063, -10.6541], [-21.1893, 1.2591, -9.7469], [-19.3413, 0.7456, -13.0765], [-19.5234, 0.5214, -11.3455], [-18.4392, 3.3002, -13.7687], [-18.0488, 4.6116, -12.4371], [-18.3627, 3.7681, -9.4689], [-19.0029, 2.0774, -9.5967], [-19.0499, 7.3023, -7.5435], [-19.6547, 7.4948, -6.2920], [-20.0358, 6.4090, -5.4976], [-20.0292, 5.0918, -5.9593], [-19.5331, 4.9288, -7.3101], [-18.9469, 5.9894, -7.9886], [-18.7753, 8.3265, -8.0595], [-19.6538, 8.2834, -5.8706], [-20.2092, 6.4380, -4.4707], [-19.2995, 3.9187, -7.8393], [-18.6691, 5.7353, -9.0055]],
  "forces_ev_per_angstrom": [[0.22, 0.85, -0.46], [-0.97, 1.89, 1.60], [3.25, 2.37, -1.13], [-8.99, -7.45, 1.14], [0.68, 1.81, 0.88], [-2.88, 0.13, 2.29], [0.65, -5.11, -1.08], [-1.66, -3.24, -2.39], [1.43, -1.11, -2.51], [-2.08, -0.85, 0.59], [-1.16, 1.76, 3.46], [1.17, 0.07, -0.47], [8.74, 2.24, -5.59], [-0.73, 1.99, -0.43], [2.12, -1.45, -1.42], [-1.83, 3.66, 2.61], [-0.37, 6.11, 1.37], [0.08, -2.24, -0.76], [1.03, -0.69, 2.36], [-1.22, -0.87, -0.54], [1.66, -1.69, -2.09], [4.24, 8.00, 3.74], [1.66, -0.88, -2.48], [2.74, 0.96, -1.33], [-0.50, 3.46, 0.53], [-8.81, -3.53, 5.35], [0.56, 0.56, -0.50], [-1.51, -3.77, 0.03], [2.27, -3.27, -3.08], [-0.28, -0.03, 0.17], [1.97, 1.38, 3.85], [-1.76, -1.19, -3.88], [-1.39, -0.70, -0.44], [0.67, 1.47, 0.15], [-1.58, 1.64, -1.46], [-1.72, -1.55, -1.14], [0.13, -0.59, -0.25], [-0.03, -0.08, -0.88], [0.63, -1.53, -1.42], [0.79, -1.41, -1.04], [-0.69, 3.18, 0.79], [-0.54, 0.66, 1.94], [2.40, 1.95, -2.68], [-1.54, 0.93, 0.46], [2.17, -0.12, -1.35], [-14.09, 5.62, -2.37], [0.30, 0.53, 1.73], [-2.32, 0.64, 0.79], [0.16, -0.01, -0.38], [-0.64, -0.94, -1.05], [2.22, 0.49, 3.33], [0.50, 1.10, -0.17], [2.15, -0.45, 1.71], [-0.04, -0.80, -0.34], [-0.09, 2.01, 0.39], [-1.18, -0.17, 1.87], [0.48, -0.81, -1.01], [-0.15, -2.25, -0.38], [-1.46, -1.92, 1.38], [-0.97, 0.16, 0.69], [13.18, -6.45, 3.38], [0.80, -0.09, -1.62], [1.43, -0.40, -1.11], [0.59, -0.49, 0.31], [0.27, -1.23, 1.37], [-0.14, -3.38, -3.01], [-0.83, 0.05, 2.58], [0.48, -3.98, -0.12], [-3.60, -0.48, 1.80], [-0.12, 0.75, 2.59], [0.72, 2.49, -4.51], [0.94, -1.98, -0.04], [-1.73, 5.88, 3.28], [1.44, 14.88, -4.51], [0.19, 1.26, -0.32], [-0.62, 0.23, -0.30], [3.58, 0.51, -1.13], [-2.08, 0.46, -0.53], [2.48, -1.00, -0.39], [0.50, 3.30, -3.27], [-0.13, 0.13, 0.90], [-0.38, -3.12, 2.62], [0.38, -0.03, -1.57], [0.36, -2.17, -1.24], [-0.99, -3.19, -1.83], [-0.68, -9.52, 7.35], [-0.54, 2.47, 0.47], [0.72, -10.35, -4.60], [0.27, -1.07, -2.14], [0.85, -0.79, -1.41], [1.17, -1.04, 0.70], [-1.11, 0.08, -1.08], [-0.15, -2.55, 0.48], [-0.08, 10.75, 4.96], [-0.63, 1.03, 1.63], [-1.15, 1.68, 1.64], [0.68, 0.42, -0.08]],
  "homo_energy_ev": [-0.93, -2.03],
  "relative_energy_kj_mol": 1234.3,
  "e_tot_ev": -118098.38901,
  "total_charge": -2,
  "orbital_gap_ev": [5.0524, 6.1537],
  "spin_multiplicity": 3
}